Entry 1:
Below is a 8-piece molecular cluster, C37H79N3O8 overall at a distorted geometry, with properties calculated with the ωB97M-V functional and the def2-TZVPD basis.

```
! RIJCOSX wB97M-V def2-TZVPD def2/J DEFGRID3
* xyz -1 2
C -1.8825 -3.4287 -3.7717
C -2.9368 -2.3024 -3.6359
C -3.4818 -2.1963 -2.1988
O -4.3576 -3.2851 -1.9840
C -4.8906 -3.3052 -0.7528
N -2.2320 -1.0651 -4.1051
H -1.7182 -3.8511 -4.7630
H -2.0701 -4.2757 -3.1117
H -0.9023 -3.2399 -3.3339
H -3.7955 -2.3927 -4.3011
H -3.8603 -1.1927 -2.0046
H -2.6349 -2.3701 -1.5350
H -5.5372 -2.4386 -0.6151
H -4.0875 -3.4292 -0.0263
H -5.5222 -4.1706 -0.5521
H -2.8553 -0.2722 -4.1585
H -1.9476 -1.2456 -5.0573
C -5.5910 -1.9280 3.2615
C -4.1236 -1.7734 3.6545
C -3.5872 -0.4271 3.0325
C -3.9674 0.7845 3.9380
C -3.6568 0.6120 5.4278
C -4.1803 -0.7147 6.0536
N -3.9128 -1.8792 5.1503
O -4.4809 -3.0727 5.7203
C -3.3306 -0.9471 7.2783
C -5.6641 -0.5275 6.5691
C -3.2324 -2.8638 3.0918
H -5.5356 -1.9303 2.1729
H -6.1302 -0.9847 3.3478
H -6.1794 -2.7879 3.5818
H -2.4995 -0.3578 3.0443
H -3.9332 -0.2120 2.0215
H -5.0539 0.7947 4.0242
H -3.5869 1.6811 3.4488
H -3.9301 1.5606 5.8900
H -2.5711 0.7082 5.4272
H -2.2809 -1.0848 7.0187
H -3.4400 -0.1672 8.0318
H -3.6137 -1.9081 7.7078
H -6.3879 -0.3841 5.7669
H -6.0683 -1.3683 7.1329
H -5.6563 0.3425 7.2257
H -3.5283 -2.9696 2.0481
H -3.3935 -3.8285 3.5730
H -2.1561 -2.7046 3.1583
H -3.7791 -3.3329 6.3214
C 0.0428 0.4423 1.9455
C 1.2546 -0.0482 1.0844
C 0.8904 -1.4424 0.5561
C -0.1566 -1.5097 -0.5926
C 0.0585 -0.4222 -1.6092
C 0.5379 1.0131 -1.1340
N 1.5002 0.8783 -0.0173
O 2.2544 2.0653 0.3260
C 1.2991 1.5434 -2.3494
C -0.6917 1.8590 -0.7373
C 2.5097 -0.2984 1.9115
H 0.2601 0.4482 3.0136
H -0.8792 -0.0766 1.6829
H -0.1171 1.5137 1.8245
H 1.8149 -1.7803 0.0878
H 0.6213 -2.2044 1.2875
H -1.1329 -1.4017 -0.1201
H -0.1180 -2.4746 -1.0980
H -0.8060 -0.1969 -2.2338
H 0.7948 -0.8764 -2.2722
H 0.6226 1.4262 -3.1960
H 1.6936 2.5485 -2.2004
H 2.1311 0.8710 -2.5584
H -1.2826 2.1665 -1.6001
H -1.3479 1.3290 -0.0469
H -0.4083 2.8359 -0.3457
H 2.5268 -1.2036 2.5185
H 2.8478 0.5485 2.5086
H 3.3300 -0.4769 1.2163
H 3.0823 2.0163 -0.1574
C 3.8637 2.8851 -6.9339
C 3.2344 2.9977 -5.5096
O 2.0889 2.6535 -5.4219
C 3.9050 3.5850 -4.3254
H 4.9347 2.8273 -6.7395
H 3.7070 3.7615 -7.5627
H 3.6126 1.8860 -7.2902
H 3.4861 4.5789 -4.1683
H 4.9672 3.7026 -4.5403
H 3.8959 2.9527 -3.4376
C 2.7189 -1.2695 -5.9872
C 2.2915 -2.7024 -5.6715
O 2.5607 -3.5240 -6.4782
C 1.8558 -2.9969 -4.3049
H 1.8739 -0.5813 -6.0077
H 3.1300 -1.2856 -6.9966
H 3.5555 -0.9215 -5.3813
H 1.2459 -3.8994 -4.2638
H 1.1947 -2.2049 -3.9532
H 2.7592 -3.1143 -3.7064
C 5.2959 4.8024 2.4924
C 5.3864 3.9510 1.2446
O 5.7464 4.4740 0.1902
C 5.1036 2.4538 1.4307
H 5.6855 4.3121 3.3845
H 4.2495 5.0337 2.6915
H 5.7248 5.7977 2.3757
H 5.8945 1.9333 1.9708
H 5.0083 1.8970 0.4985
H 4.1976 2.1823 1.9724
C 6.8608 -2.0303 2.0034
C 6.8829 -3.1281 3.0917
O 8.0225 -3.5128 3.4879
C 5.6926 -3.6446 3.8199
H 5.8033 -2.0282 1.7394
H 7.3838 -2.4481 1.1432
H 7.2679 -1.0992 2.3977
H 6.0125 -4.6010 4.2335
H 4.7809 -3.8072 3.2451
H 5.4781 -2.8971 4.5837
C -2.8681 5.7366 -2.7847
C -1.6296 5.3626 -3.5091
O -0.7847 6.2250 -3.7477
C -1.4233 4.0344 -4.1928
H -3.5966 5.5275 -3.5680
H -2.8904 6.7993 -2.5434
H -2.9544 5.1690 -1.8581
H -2.1565 3.9430 -4.9941
H -1.6147 3.2755 -3.4342
H -0.4100 3.9946 -4.5925
*
```

Properties
- frontier orbital gap (alpha / beta) (eV) = 1.6 / 7.9
- lowest unoccupied orbital energy (alpha / beta) (eV) = 2.1009 / 2.0483
- <S²> = 0.7505
- max |F| (eV Å⁻¹) = 4.72

---

Entry 2:
Below is a 5-piece molecular cluster, C37H83N5O6 overall at a distorted geometry, with properties calculated with the ωB97M-V functional and the def2-TZVPD basis.

```
! RIJCOSX wB97M-V def2-TZVPD def2/J DEFGRID3
* xyz 0 1
C 0.7952 -2.3343 3.3925
C -0.6809 -2.3804 2.9703
C -1.3706 -1.1598 3.5847
C -0.7612 -2.2252 1.4552
C -0.7034 -3.5189 0.6380
C -1.6096 -4.5548 1.2481
C -1.3261 -4.8741 2.7118
C -2.4310 -5.7826 3.2233
C 0.0271 -5.6084 2.8093
N -1.3431 -3.6063 3.4246
O -1.0953 -3.8014 4.8056
H 0.8843 -2.4148 4.4771
H 1.4181 -3.1183 2.9662
H 1.2024 -1.3597 3.1096
H -0.7209 -0.3373 3.2738
H -2.4007 -0.9691 3.2922
H -1.3224 -1.1964 4.6756
H -1.7065 -1.7320 1.1857
H -0.0544 -1.5387 0.9795
H -1.0803 -3.2253 -0.3465
H 0.3301 -3.8396 0.4743
H -1.8001 -5.4419 0.6410
H -2.6006 -4.0649 1.2454
H -3.4125 -5.5135 2.8168
H -2.5503 -5.7372 4.3066
H -2.2702 -6.8268 2.9514
H 0.8233 -5.0183 2.3583
H -0.0338 -6.5438 2.2524
H 0.2748 -5.7864 3.8556
H -1.9074 -3.5122 5.2327
C -0.6836 2.5079 -3.5197
C -1.8103 2.9831 -2.5846
C -2.0209 4.4890 -2.7976
C -3.0833 2.2141 -2.9724
C -4.1399 2.3046 -1.8816
C -3.5756 1.7808 -0.5700
C -2.3593 2.5790 -0.0935
C -2.7972 3.9339 0.4667
C -1.6481 1.7848 0.9948
N -1.4302 2.6020 -1.2285
O -0.1865 3.1866 -0.8787
H -0.5676 1.4235 -3.4490
H -1.0023 2.6758 -4.5558
H 0.2444 3.0408 -3.3458
H -1.1623 5.0659 -2.4514
H -2.1102 4.6962 -3.8677
H -2.9339 4.8345 -2.3191
H -3.4915 2.6948 -3.8655
H -2.8362 1.1717 -3.1820
H -4.4123 3.3592 -1.7491
H -5.0866 1.8225 -2.1317
H -3.2426 0.7417 -0.7072
H -4.3585 1.7162 0.1907
H -3.5692 3.7952 1.2281
H -3.1467 4.6424 -0.2816
H -1.9756 4.4542 0.9733
H -1.1573 0.9394 0.5245
H -2.3112 1.4039 1.7806
H -1.0183 2.4822 1.5422
H 0.3202 2.4464 -0.5008
C -0.3167 -0.8704 -6.2461
C 0.7149 -2.0083 -6.1110
C 0.7222 -2.7463 -7.4653
C 2.1099 -1.4330 -5.9079
C 2.3087 -0.8823 -4.5069
C 1.9985 -1.9732 -3.4896
C 0.6339 -2.6292 -3.6713
C 0.6581 -3.9106 -2.8406
C -0.4974 -1.7442 -3.1195
N 0.4710 -3.0122 -5.0737
O -0.7489 -3.6893 -5.2799
H -0.1771 -0.3738 -7.2052
H -0.2029 -0.0947 -5.4846
H -1.3564 -1.2002 -6.1648
H -0.2621 -3.1461 -7.7118
H 1.4541 -3.5524 -7.4695
H 0.9569 -2.0453 -8.2703
H 2.7958 -2.2833 -5.9907
H 2.3381 -0.6848 -6.6658
H 1.7260 0.0219 -4.2901
H 3.3411 -0.5446 -4.3687
H 1.9455 -1.5384 -2.4842
H 2.7951 -2.7171 -3.4860
H -0.2959 -4.4420 -2.9020
H 1.3902 -4.6333 -3.2150
H 0.8997 -3.7663 -1.7876
H -0.4840 -0.7561 -3.5769
H -1.4510 -2.2262 -3.3297
H -0.3765 -1.6088 -2.0444
H -1.4418 -3.0219 -5.3940
C 3.1369 3.2676 -2.8257
O 3.6777 2.4042 -1.8533
C 2.7605 1.4581 -1.3546
C 2.7887 1.4925 0.1642
C 4.0180 0.8143 0.7555
N 1.5344 1.0069 0.7481
H 2.8944 2.7662 -3.7744
H 3.8936 4.0125 -3.0742
H 2.2355 3.7766 -2.4690
H 1.7374 1.6625 -1.6875
H 3.0199 0.4566 -1.7306
H 2.8803 2.5599 0.4042
H 4.9517 1.1400 0.2939
H 3.9376 -0.2763 0.6941
H 4.1068 1.0495 1.8222
H 1.6296 0.9672 1.7551
H 1.3712 0.0891 0.3454
C -2.5041 1.4964 5.6538
O -1.4500 1.9679 4.8495
C -1.3904 3.3993 4.7783
C -0.0943 3.7871 4.1220
N 1.0885 3.4754 4.8936
C 2.2742 3.3356 4.0505
C 3.4005 2.7526 4.8619
O 3.0154 1.4525 5.2605
C 4.0929 0.6562 5.7178
H -3.4620 1.5631 5.1207
H -2.5733 2.0639 6.5883
H -2.2776 0.4535 5.8589
H -1.4756 3.7703 5.8063
H -2.2395 3.7036 4.1550
H -0.1145 4.8752 3.9722
H -0.0952 3.3421 3.1145
H 0.9393 2.5936 5.3759
H 2.5205 4.3336 3.6778
H 2.0559 2.6846 3.1878
H 3.5915 3.3771 5.7456
H 4.3379 2.7020 4.2917
H 4.4848 0.0608 4.8844
H 3.7184 -0.0029 6.4968
H 4.9122 1.2716 6.0969
*
```

Properties
- frontier orbital gap (eV) = 8.7
- lowest unoccupied orbital energy (eV) = 0.6115
- energy relative to the best compared isomer or geometry (same formula, charge and spin) (kcal/mol) = 0.00
- max |F| (eV Å⁻¹) = 1.55